Entry 1:
Here is C5H9NS2 in the gas phase from OMol25. Energies are from ωB97M-V with the def2-TZVPD basis set.

LUMO level, eV: -0.270
SMILES: C[C@@H]1NS[C@H](C)C1=S
HOMO-LUMO gap, eV: 8.4

Geometry as XYZ:
```
17
Properties=species:S:1:pos:R:3:forces:R:3
C 0.6920 0.5669 0.5375 -1.52 1.78 -0.74
C 0.1831 -0.7650 1.0086 0.26 -0.36 0.40
C -0.5436 1.5004 0.0123 1.29 -1.50 0.71
C 0.9642 -1.9296 0.4093 -0.12 0.05 0.18
C -0.5523 1.5092 -1.5042 0.01 0.09 0.03
N -1.2370 -0.8913 0.7354 -0.46 -0.05 -0.32
S 2.2114 1.0783 0.5192 0.05 -0.06 0.01
S -1.9751 0.6576 0.7585 0.23 -0.04 0.09
H 0.3011 -0.7731 2.1042 0.08 0.05 -0.16
H -0.4499 2.4997 0.4288 0.09 0.00 0.04
H 0.8754 -1.9233 -0.6765 0.02 0.00 -0.09
H 0.5701 -2.8684 0.7906 0.00 -0.09 0.02
H 2.0151 -1.8484 0.6724 0.04 0.01 -0.01
H -0.6352 0.4962 -1.8963 -0.02 -0.05 -0.05
H 0.3714 1.9496 -1.8744 0.07 0.02 -0.08
H -1.3967 2.0908 -1.8672 -0.04 0.03 -0.07
H -1.3941 -1.3496 -0.1584 0.04 0.13 0.05
```
Positions in Å, forces in eV/Å.

---

Entry 2:
Here is 3 unconnected molecules or ions with the total composition C4H10O from OMol25. Energies are from ωB97M-V with the def2-TZVPD basis set.

LUMO level, eV: 1.133
SMILES: [H][H].CC=O.C=C
HOMO-LUMO gap, eV: 11.1

Geometry as XYZ:
```
15
Properties=species:S:1:pos:R:3:forces:R:3
C 1.8646 -0.4615 -0.6683 -0.06 -0.12 0.07
C 1.2213 -1.5166 -0.1791 0.09 0.12 -0.06
C -1.1709 0.7210 0.3090 0.07 -0.05 0.31
C -2.0882 -0.3211 -0.2652 0.00 -0.06 0.07
O -0.7556 0.7100 1.4452 -0.24 -0.01 -0.49
H 1.5431 2.7467 1.2542 -0.03 -0.02 0.01
H 2.3818 -0.4968 -1.6245 -0.09 -0.03 0.14
H 1.9087 0.4781 -0.1216 -0.03 -0.16 -0.08
H 1.1829 -2.4628 -0.7142 0.03 0.14 0.06
H 0.7118 -1.4708 0.7810 0.09 0.00 -0.15
H -0.8730 1.5329 -0.3882 0.00 -0.06 0.10
H -1.5971 -0.7958 -1.1229 -0.06 0.09 0.11
H -2.3232 -1.0726 0.4917 0.02 0.10 -0.11
H -3.0100 0.1465 -0.6305 0.15 -0.02 0.05
H 1.0037 2.2630 1.4334 0.07 0.08 -0.01
```
Positions in Å, forces in eV/Å.

---

Entry 3:
Here is 2 unconnected molecules or ions with the total composition C3H3N3O from OMol25. Energies are from ωB97M-V with the def2-TZVPD basis set.

LUMO level, eV: 0.447
SMILES: N=C=CC=O.N#N
HOMO-LUMO gap, eV: 10.2

Geometry as XYZ:
```
10
Properties=species:S:1:pos:R:3:forces:R:3
N -0.9509 0.0831 2.1117 0.39 0.31 -0.68
C -0.3644 0.4673 1.1209 -0.32 -0.04 0.31
N -1.4332 -1.3945 -1.0244 1.23 -0.85 -1.28
N -0.6999 -1.8195 -1.7292 -1.43 0.67 1.18
O 1.6070 -0.9090 -0.3665 0.36 0.20 -0.31
C 1.3786 0.2629 -0.5704 0.30 -0.16 0.59
C 0.3083 0.9812 0.1023 -0.51 0.34 -0.21
H -1.7868 -0.4698 1.9373 0.02 -0.16 0.10
H 2.0074 0.9043 -1.2302 -0.19 -0.41 -0.04
H -0.0661 1.8941 -0.3514 0.15 0.10 0.34
```
Positions in Å, forces in eV/Å.

---

Entry 4:
Here is a gas-phase ion, C5H7N2S (charge -1) from OMol25. Energies are from ωB97M-V with the def2-TZVPD basis set.

LUMO level (alpha / beta), eV: 3.416 / 3.345
Total charge: -1
SMILES: C=N/C(N)=C/C=C/[S-]
HOMO-LUMO gap (alpha / beta), eV: 6.1 / 6.1

Geometry as XYZ:
```
15
Properties=species:S:1:pos:R:3:forces:R:3
C 1.4195 -0.0807 0.4755 2.73 1.53 2.35
C 0.2308 -0.2739 -0.2218 -0.93 -0.25 -2.77
C 2.7834 -0.1598 0.1244 -0.65 -0.27 -2.43
C -0.9789 0.2309 0.2363 5.39 0.20 2.57
C -2.3399 -0.7881 -1.2182 -4.97 -1.30 -1.29
N -2.1696 -0.0414 -0.2094 -1.64 -0.12 -1.36
N -0.9447 0.9962 1.4646 -3.18 1.23 -0.76
S 4.5051 0.2648 0.0751 -1.37 0.23 1.76
H 1.1513 0.4042 1.4062 0.91 -0.15 0.28
H 0.2381 -0.6581 -1.3015 0.09 0.08 1.72
H -1.7171 -1.4508 -1.8541 0.24 0.74 0.75
H -3.5226 -0.9098 -1.4220 2.68 0.02 -0.12
H 2.8006 -0.6228 -0.8309 -0.63 -0.92 -1.10
H -0.1508 1.1494 2.0121 1.42 -0.37 0.21
H -1.3052 1.9400 1.2637 -0.10 -0.67 0.21
```
Positions in Å, forces in eV/Å.

---

Entry 5:
Here is C6H8N2O in the gas phase from OMol25. Energies are from ωB97M-V with the def2-TZVPD basis set.

LUMO level, eV: 0.025
SMILES: C[C@@H]1C=C(C=O)NC=N1
HOMO-LUMO gap, eV: 8.6

Geometry as XYZ:
```
17
Properties=species:S:1:pos:R:3:forces:R:3
C 2.4368 -0.7519 -0.1268 -0.11 -0.13 2.01
C 1.0907 -0.0544 0.3086 2.14 -0.62 1.15
C -0.1135 -0.8069 0.0840 -3.40 -2.87 -1.90
C -1.3006 -0.1376 0.0338 2.25 -1.17 0.38
C -0.0647 1.8916 -0.0967 -2.67 0.48 -0.37
C -2.6077 -0.7376 -0.1108 -0.98 0.36 -0.31
H 2.6799 -0.6194 -1.1411 -0.17 0.47 -1.52
H 2.4158 -1.8689 0.0085 -0.03 1.11 0.35
H 3.3026 -0.2806 0.4241 -0.99 -0.71 -0.33
H 1.0723 0.0428 1.4191 0.67 0.05 -0.19
H -0.1707 -1.9370 -0.1248 0.41 1.84 0.41
H -2.1270 1.6819 0.0028 0.41 -0.19 0.36
H -0.2013 2.9718 -0.3269 0.23 -0.86 0.09
H -2.5417 -1.8345 -0.3564 -0.64 0.61 0.30
N -1.2481 1.2035 0.2189 -1.10 2.70 0.18
N 1.0018 1.2868 -0.1957 2.83 0.37 -0.38
O -3.6246 -0.0494 -0.0205 1.15 -1.45 -0.24
```
Positions in Å, forces in eV/Å.

---

Entry 6:
Here is a molecular structure, C22H37ClFeNP from OMol25. Energies are from ωB97M-V with the def2-TZVPD basis set.

LUMO level (alpha / beta), eV: 2.079 / 2.066
⟨S²⟩: 8.77
Total charge: -1
HOMO-LUMO gap (alpha / beta), eV: 4.2 / 4.2
Spin multiplicity: 6

Geometry as XYZ:
```
63
Properties=species:S:1:pos:R:3:forces:R:3
C -3.3727 1.5443 0.3368 0.78 0.20 0.06
C -3.5524 1.1822 -1.0220 0.16 1.05 -0.92
C -2.5693 1.9035 -1.8117 -0.81 0.61 0.75
H -4.3851 0.6171 -1.4550 0.60 0.12 0.23
C -1.7329 2.6277 -0.8951 -0.90 -0.12 0.12
C -2.2102 2.3632 0.4283 -0.75 0.64 -0.52
H -1.8155 2.8407 1.3165 -0.05 -0.25 0.03
H -4.0604 1.3188 1.1610 0.57 -0.23 -0.35
H -2.5234 1.9997 -2.8906 -0.11 -0.41 -0.03
H -0.9888 3.3688 -1.1842 -0.02 -0.41 0.16
Fe -1.2922 0.4343 -0.9174 -1.70 0.57 -0.59
Cl -1.5713 -1.0156 -2.4402 0.17 -1.24 -0.68
C -2.6271 -0.6980 -5.4424 -0.44 1.00 -0.33
C -1.8536 0.4652 -5.7328 -0.92 -0.15 0.17
C -2.7220 1.5965 -5.6863 -0.30 -0.79 0.18
H -0.7947 0.4805 -5.9678 -0.03 0.02 0.06
C -4.0364 1.1300 -5.3730 0.75 -0.43 -0.06
C -3.9761 -0.2875 -5.2241 0.79 0.49 -0.24
H -4.8119 -0.9435 -5.0034 0.05 0.05 0.03
H -2.2565 -1.7148 -5.3982 0.00 0.04 0.03
H -2.4403 2.6267 -5.8816 -0.02 -0.06 0.01
H -4.9284 1.7429 -5.2872 0.07 -0.03 0.01
C 1.4462 2.3706 1.8615 -0.12 0.13 -0.03
C 2.2349 1.1599 1.3296 0.27 -0.92 0.66
C 2.7147 1.4908 -0.1006 -0.07 0.07 -0.06
C 3.4021 0.8344 2.2710 0.44 0.44 0.05
P 1.0857 -0.3749 1.2297 -3.12 0.96 -2.16
N -0.1170 0.1524 0.2856 3.55 -1.27 2.91
C 1.8696 -1.8984 0.4092 0.59 -0.23 0.69
C 2.8167 -2.6177 1.4020 0.29 -0.41 -0.11
C 0.7558 -2.8644 -0.0496 -0.03 0.17 -0.01
C 2.6853 -1.4889 -0.8283 -0.01 0.07 -0.11
C 0.2024 -0.8955 2.8534 0.97 -0.11 -0.04
C 1.1303 -1.6791 3.8004 -0.22 -0.12 0.51
C -0.2858 0.3807 3.5579 -0.16 0.12 0.00
C -1.0122 -1.7745 2.5085 0.00 0.11 -0.13
H 2.0299 3.2769 1.6519 -0.01 -0.18 0.02
H 1.2735 2.3526 2.9455 0.06 -0.12 -0.39
H 0.4854 2.4708 1.3390 0.23 -0.09 0.13
H 2.9246 2.5632 -0.1753 -0.02 -0.08 0.13
H 3.6367 0.9700 -0.3846 -0.34 0.06 0.13
H 1.9202 1.2724 -0.8258 0.26 0.08 0.14
H 3.0607 0.6103 3.2934 0.05 0.03 -0.32
H 4.0161 -0.0003 1.9057 -0.18 0.22 0.08
H 4.0676 1.7089 2.3459 -0.10 -0.16 0.00
H 3.4024 -1.9229 2.0210 -0.18 -0.26 -0.19
H 2.2739 -3.2997 2.0684 0.18 0.28 -0.24
H 3.5442 -3.2457 0.8600 -0.24 0.22 -0.01
H -0.0763 -2.3333 -0.5257 0.17 -0.08 0.08
H 1.1807 -3.5398 -0.8041 -0.06 0.06 0.21
H 0.3741 -3.4718 0.7783 0.11 0.12 -0.23
H 2.1100 -0.8259 -1.4860 0.19 -0.14 0.13
H 3.6363 -1.0213 -0.5442 -0.27 -0.04 -0.12
H 2.9361 -2.3886 -1.4122 -0.13 0.16 0.26
H 2.1399 -1.2576 3.8802 -0.24 -0.09 -0.01
H 0.6932 -1.6735 4.8101 0.05 0.07 -0.14
H 1.2117 -2.7353 3.5202 -0.01 0.37 0.04
H -0.7107 1.1139 2.8585 0.14 -0.28 0.11
H -1.0889 0.1131 4.2588 0.22 -0.03 -0.05
H 0.5214 0.8495 4.1361 -0.20 -0.08 -0.15
H -1.6065 -1.3165 1.7126 0.03 -0.08 0.13
H -0.7307 -2.7882 2.2021 -0.06 0.33 0.09
H -1.6331 -1.8593 3.4105 0.10 0.01 -0.12
```
Positions in Å, forces in eV/Å.

---

> What is the formula in the second record?

C4H10O

---

Copy entry 1 word for word.
Here is C5H9NS2 in the gas phase from OMol25. Energies are from ωB97M-V with the def2-TZVPD basis set.

LUMO level, eV: -0.270
SMILES: C[C@@H]1NS[C@H](C)C1=S
HOMO-LUMO gap, eV: 8.4

Geometry as XYZ:
```
17
Properties=species:S:1:pos:R:3:forces:R:3
C 0.6920 0.5669 0.5375 -1.52 1.78 -0.74
C 0.1831 -0.7650 1.0086 0.26 -0.36 0.40
C -0.5436 1.5004 0.0123 1.29 -1.50 0.71
C 0.9642 -1.9296 0.4093 -0.12 0.05 0.18
C -0.5523 1.5092 -1.5042 0.01 0.09 0.03
N -1.2370 -0.8913 0.7354 -0.46 -0.05 -0.32
S 2.2114 1.0783 0.5192 0.05 -0.06 0.01
S -1.9751 0.6576 0.7585 0.23 -0.04 0.09
H 0.3011 -0.7731 2.1042 0.08 0.05 -0.16
H -0.4499 2.4997 0.4288 0.09 0.00 0.04
H 0.8754 -1.9233 -0.6765 0.02 0.00 -0.09
H 0.5701 -2.8684 0.7906 0.00 -0.09 0.02
H 2.0151 -1.8484 0.6724 0.04 0.01 -0.01
H -0.6352 0.4962 -1.8963 -0.02 -0.05 -0.05
H 0.3714 1.9496 -1.8744 0.07 0.02 -0.08
H -1.3967 2.0908 -1.8672 -0.04 0.03 -0.07
H -1.3941 -1.3496 -0.1584 0.04 0.13 0.05
```
Positions in Å, forces in eV/Å.